# 1
# C6H4ClN

An isolated molecule of C6H4ClN (wB97M-V/def2-TZVPD, the Open Molecules 2025 dataset).

Summary:
LUMO level   -0.18 eV
Structure (SMILES)   N#CC1=C(Cl)C=CC1
Frontier orbital gap   9.02 eV
Charge   0
Energy relative to the best compared isomer or geometry (same formula, charge and spin)   0.0 kcal/mol

Structure (XYZ):
```
12
C6H4ClN | the Open Molecules 2025 dataset | wB97M-V/def2-TZVPD
N -3.250 -1.050 -0.013
C -2.160 -0.625 0.008
C -0.836 -0.166 -0.021
C -0.401 1.123 -0.015
Cl -1.382 2.502 -0.007
C 1.035 1.148 -0.009
C 1.567 -0.089 -0.013
C 0.416 -1.064 -0.019
H 1.615 2.094 0.001
H 2.614 -0.395 0.000
H 0.360 -1.804 -0.840
H 0.423 -1.674 0.929
```

# 2
# C38H62Br4O5

A structure of composition C38H62Br4O5 (wB97M-V/def2-TZVPD, the Open Molecules 2025 dataset).

Summary:
LUMO level   0.22 eV
Frontier orbital gap   7.17 eV
Charge   0

Structure (XYZ):
```
109
C38H62Br4O5 | the Open Molecules 2025 dataset | wB97M-V/def2-TZVPD
Br -1.190 -0.564 0.258
C 0.670 -0.235 -0.417
C 1.220 1.002 0.256
Br 2.766 1.677 -0.783
H 0.640 -0.140 -1.501
H 1.303 -1.104 -0.243
H 1.672 0.750 1.209
H 0.461 1.764 0.396
Br 1.704 1.585 5.426
C 3.078 2.347 4.251
C 4.502 2.064 4.610
Br 5.581 2.789 3.091
H 2.832 3.405 4.277
H 2.895 2.074 3.213
H 4.737 1.007 4.645
H 4.812 2.608 5.495
C 2.225 -2.328 -4.251
C 1.596 -3.452 -4.790
C 1.448 -4.590 -4.011
C 2.113 -4.632 -2.787
C 2.862 -3.579 -2.293
C 2.921 -2.423 -3.063
H 2.190 -1.419 -4.837
H 1.085 -3.391 -5.744
H 0.889 -5.443 -4.369
H 2.124 -5.604 -2.302
H 3.430 -3.743 -1.390
H 3.600 -1.612 -2.819
C -2.264 2.765 2.738
C -3.592 2.501 2.453
C -4.584 2.850 3.347
C -4.231 3.424 4.538
C -2.907 3.661 4.857
C -1.883 3.336 3.947
H -1.489 2.419 2.062
H -3.860 2.077 1.492
H -5.628 2.755 3.074
H -4.971 3.811 5.231
H -2.590 4.081 5.804
H -0.825 3.471 4.117
C -2.452 0.586 -4.293
C -3.790 0.245 -4.201
C -4.169 -0.964 -3.668
C -3.159 -1.817 -3.179
C -1.807 -1.470 -3.169
C -1.480 -0.240 -3.756
H -2.162 1.491 -4.809
H -4.531 0.940 -4.584
H -5.149 -1.417 -3.614
H -3.500 -2.734 -2.714
H -1.083 -2.092 -2.664
H -0.450 0.078 -3.872
C -2.971 -3.734 -0.070
C -2.123 -4.324 0.829
C -2.643 -5.201 1.791
C -4.008 -5.437 1.829
C -4.853 -4.776 0.951
C -4.350 -3.942 -0.047
H -2.581 -2.930 -0.684
H -1.047 -4.208 0.823
H -2.031 -5.650 2.562
H -4.500 -6.049 2.575
H -5.930 -4.902 0.934
H -5.029 -3.321 -0.614
C 0.050 3.974 -2.095
C -0.129 3.464 -3.512
O 0.903 2.511 -3.824
H 0.225 3.083 -1.495
H -0.918 4.375 -1.782
H 0.754 4.797 -2.038
H 0.112 4.284 -4.210
H -1.149 3.216 -3.814
H 0.918 2.394 -4.778
C 2.564 5.804 2.072
C 1.642 4.756 1.442
O 1.104 3.846 2.370
H 2.021 6.430 2.790
H 2.997 6.455 1.314
H 3.371 5.361 2.660
H 2.283 4.237 0.725
H 0.826 5.242 0.897
H 0.955 4.247 3.230
C -3.060 -2.401 3.906
C -3.625 -1.443 2.873
O -4.407 -0.428 3.592
H -3.703 -3.285 3.994
H -3.045 -2.097 4.951
H -2.082 -2.729 3.543
H -4.256 -1.866 2.094
H -2.872 -0.817 2.375
H -3.776 0.228 3.898
C 4.012 -1.594 -4.886
C 3.751 -0.291 -4.153
O 2.341 -0.231 -3.896
H 3.535 -2.403 -4.327
H 5.071 -1.856 -4.872
H 3.579 -1.585 -5.883
H 4.011 0.566 -4.781
H 4.307 -0.222 -3.216
H 2.205 0.363 -3.146
C 2.625 -0.809 2.495
C 3.670 -1.025 1.402
O 3.661 -2.381 0.964
H 3.167 -0.841 3.444
H 1.903 -1.611 2.636
H 2.136 0.151 2.337
H 4.663 -0.765 1.791
H 3.615 -0.373 0.521
H 4.501 -2.825 0.851
```

# 3
# C6H11F2NO2S

A cluster of 3 separate species, C6H11F2NO2S in total (wB97M-V/def2-TZVPD, the Open Molecules 2025 dataset).

Summary:
LUMO level   0.45 eV
Structure (SMILES)   [H]/N=C\CCS.CC(F)F.O=C=O
Frontier orbital gap   9.66 eV
Charge   0
Energy relative to the best compared isomer or geometry (same formula, charge and spin)   0.0 kcal/mol

Structure (XYZ):
```
23
C6H11F2NO2S | the Open Molecules 2025 dataset | wB97M-V/def2-TZVPD
H 1.545 -0.707 -0.578
N 0.953 -0.337 0.155
C 0.186 -1.081 0.806
C 0.004 -2.562 0.505
C -1.462 -2.717 0.203
S -2.107 -1.986 -1.367
H -0.541 -0.860 1.647
H 0.535 -3.008 -0.383
H 0.334 -3.234 1.484
H -2.062 -2.193 1.065
H -1.766 -3.837 0.279
H -2.723 -0.902 -0.837
C -0.571 3.416 -0.968
C -0.933 2.500 0.298
F -1.748 1.537 -0.200
F -1.707 3.228 1.132
H 0.280 3.941 -0.631
H -1.285 4.203 -1.213
H -0.299 2.841 -1.780
H -0.023 1.962 0.910
O 4.104 -1.142 -0.322
C 4.419 -0.055 -0.147
O 4.865 0.992 -0.058
```

# 4
# C5H12O4

A cluster of 2 separate species, C5H12O4 in total (wB97M-V/def2-TZVPD, the Open Molecules 2025 dataset).

Summary:
LUMO level   0.54 eV
Structure (SMILES)   CC(C)(O)C(=O)O.CO
Frontier orbital gap   10.38 eV
Charge   0
Energy relative to the best compared isomer or geometry (same formula, charge and spin)   5.6 kcal/mol

Structure (XYZ):
```
21
C5H12O4 | the Open Molecules 2025 dataset | wB97M-V/def2-TZVPD
C -0.794 0.934 -2.190
C -0.172 0.493 -0.853
C 0.745 1.575 -0.286
O 0.570 -0.698 -1.024
C -1.327 0.193 0.097
O -1.654 -0.935 0.378
O -1.955 1.270 0.549
H -1.460 0.164 -2.570
H -1.351 1.855 -2.059
H 0.001 1.092 -2.912
H 1.586 1.710 -0.963
H 0.201 2.511 -0.187
H 1.128 1.272 0.687
H -0.040 -1.442 -0.891
H -2.686 1.020 1.138
C 1.083 -2.061 2.106
O 1.793 -0.977 1.565
H 1.420 -3.015 1.685
H 1.285 -2.064 3.182
H 0.007 -1.965 1.939
H 1.621 -0.935 0.609
```

# 5
# C36H87F6N7O20S2

A structure of composition C36H87F6N7O20S2 (wB97M-V/def2-TZVPD, the Open Molecules 2025 dataset).

Summary:
LUMO level   -1.66 eV
Frontier orbital gap   3.32 eV
Charge   0

Structure (XYZ):
```
158
C36H87F6N7O20S2 | the Open Molecules 2025 dataset | wB97M-V/def2-TZVPD
C -13.732 18.966 -0.254
F -13.720 18.416 -1.482
F -14.921 19.452 0.043
F -13.336 17.999 0.558
S -12.324 20.263 -0.241
O -11.143 19.586 0.200
O -12.183 20.816 -1.568
N -12.881 21.368 0.878
S -12.319 20.973 2.297
O -12.596 19.606 2.707
O -10.986 21.409 2.620
C -13.509 22.012 3.355
F -14.612 21.320 3.508
F -12.925 22.239 4.506
F -13.778 23.159 2.770
C -13.208 24.933 0.128
C -13.803 24.279 -1.098
C -12.782 24.021 -2.170
O -13.432 23.439 -3.276
C -12.585 22.956 -4.292
N -14.522 23.021 -0.734
H -13.873 22.459 -0.132
H -15.444 23.240 -0.319
H -14.779 22.518 -1.582
H -12.649 25.840 -0.116
H -12.515 24.233 0.595
H -13.929 25.289 0.860
H -14.552 24.933 -1.555
H -11.995 23.374 -1.759
H -12.264 24.943 -2.454
H -12.202 21.952 -4.076
H -11.699 23.593 -4.373
H -13.052 22.855 -5.274
C -19.321 21.431 0.553
C -19.686 20.001 0.142
C -18.551 19.088 -0.250
O -19.050 17.803 -0.511
C -18.004 16.895 -0.806
N -20.320 19.363 1.352
H -19.743 19.487 2.232
H -21.258 19.728 1.525
H -20.434 18.345 1.263
H -18.718 21.432 1.462
H -20.278 21.906 0.766
H -18.794 21.946 -0.246
H -20.487 20.024 -0.596
H -17.744 19.135 0.488
H -18.163 19.469 -1.208
H -17.346 16.779 0.060
H -17.466 17.190 -1.714
H -18.453 15.919 -0.983
C -10.266 14.109 -0.541
C -9.439 14.754 0.576
C -9.580 16.246 0.689
O -8.512 16.760 1.433
C -8.499 18.163 1.507
N -9.755 14.141 1.903
H -10.789 14.079 2.043
H -9.510 13.146 1.912
H -9.321 14.573 2.715
H -9.613 13.661 -1.290
H -10.816 14.843 -1.133
H -10.960 13.354 -0.170
H -8.396 14.469 0.425
H -10.551 16.464 1.172
H -9.649 16.736 -0.289
H -7.681 18.554 2.111
H -9.456 18.539 1.872
H -8.273 18.599 0.529
C -18.023 25.663 -3.879
C -17.037 24.640 -3.361
C -17.351 23.162 -3.512
O -16.326 22.458 -2.826
C -16.526 21.056 -2.864
N -15.663 24.907 -3.999
H -15.858 25.152 -4.974
H -15.230 25.726 -3.567
H -14.979 24.119 -3.931
H -18.957 25.476 -3.354
H -18.160 25.530 -4.960
H -17.675 26.690 -3.781
H -16.781 24.861 -2.317
H -17.329 22.807 -4.550
H -18.282 22.910 -2.998
H -16.616 20.664 -3.882
H -17.438 20.775 -2.324
H -15.653 20.628 -2.375
C -12.104 15.705 6.708
C -10.882 15.653 5.819
C -10.587 16.945 5.090
O -10.549 17.935 6.086
C -10.059 19.209 5.708
N -9.739 15.201 6.721
H -9.492 15.876 7.453
H -9.922 14.287 7.135
H -8.908 15.127 6.125
H -12.366 14.773 7.215
H -12.965 15.951 6.083
H -12.082 16.441 7.516
H -11.066 14.777 5.186
H -11.452 17.256 4.490
H -9.628 16.818 4.557
H -10.795 19.664 5.043
H -9.126 19.096 5.144
H -9.888 19.886 6.538
C -11.035 16.994 -7.026
C -12.439 16.653 -6.597
C -13.484 17.773 -6.644
O -13.023 18.848 -5.904
C -13.482 18.759 -4.553
N -12.939 15.468 -7.447
H -13.073 15.689 -8.438
H -12.359 14.640 -7.317
H -13.884 15.284 -7.090
H -11.047 17.699 -7.864
H -10.411 16.138 -7.275
H -10.544 17.542 -6.218
H -12.427 16.158 -5.618
H -14.467 17.402 -6.322
H -13.547 18.128 -7.683
H -13.138 17.830 -4.089
H -14.572 18.842 -4.539
H -12.968 19.550 -4.011
C -12.364 26.775 3.467
C -11.844 28.161 3.012
O -12.049 28.445 1.796
O -11.257 28.847 3.875
H -12.809 26.217 2.641
H -13.210 27.011 4.121
H -11.612 26.148 3.944
C -10.916 17.767 -2.543
C -10.293 16.654 -3.399
O -9.173 16.900 -3.901
O -10.939 15.565 -3.501
H -11.767 17.317 -2.031
H -11.265 18.539 -3.221
H -10.201 18.099 -1.796
C -16.806 18.775 4.200
C -18.263 18.869 3.734
O -18.758 20.035 3.680
O -18.898 17.843 3.398
H -16.084 18.508 3.426
H -16.824 17.994 4.966
H -16.467 19.709 4.639
C -17.522 23.509 1.800
C -17.542 24.690 0.832
O -18.191 25.718 1.092
O -16.845 24.566 -0.248
H -16.559 23.564 2.310
H -17.615 22.543 1.301
H -18.309 23.573 2.548
C -13.707 16.023 2.607
C -13.350 14.722 3.333
O -12.480 13.933 2.796
O -14.007 14.401 4.346
H -14.678 16.439 2.846
H -13.730 15.757 1.543
H -12.863 16.713 2.683
```

Computed largest force on an atom, in the same sequence as the records: 2.82 7.61 3.76 0.70 3.33 eV Å⁻¹.